No. 1
110
Properties=species:S:1:pos:R:3:lowdin_charge:R:1 method="wB97M-V/def2-TZVPD" energy_ev=-102318.274 charge=0 e_lumo_ev="-0.33 / -0.72" homo_energy_ev="-7.3 / -7.3" homo_lumo_gap_ha="0.257 / 0.243" mol_weight_g_mol=1095.2 multiplicity=4
Re -0.651 0.573 -1.421 1.74
O 1.353 -2.570 -4.502 0.04
C 2.345 -2.748 -3.586 -0.24
C 3.163 -3.864 -3.856 -0.01
C 4.309 -4.071 -3.068 -0.05
C 4.528 -3.208 -1.953 -0.10
C 3.724 -2.185 -1.701 -0.08
C 2.617 -1.918 -2.458 -0.08
C 1.750 -0.741 -2.127 -0.44
O 0.523 -0.734 -2.585 -0.23
N 2.278 0.275 -1.496 0.07
N 1.315 1.330 -1.232 -0.22
C 1.841 2.461 -0.768 -0.86
S 0.989 3.999 -0.755 0.95
C 2.206 4.781 0.352 -0.49
C 3.573 4.250 0.094 -0.52
S 3.484 2.502 -0.251 1.03
H 0.548 -2.154 -4.112 0.11
H 2.968 -4.526 -4.695 0.11
H 4.979 -4.891 -3.327 0.10
H 5.293 -3.510 -1.297 0.09
H 4.034 -1.461 -0.897 0.13
H 1.976 4.460 1.370 0.07
H 2.184 5.848 0.147 0.08
H 4.212 4.404 0.986 0.10
H 4.041 4.768 -0.783 0.09
C -5.800 -3.550 2.259 -0.05
C -4.408 -3.674 2.892 -0.29
C -4.433 -3.227 4.361 -0.18
C -3.196 -3.640 5.005 -0.14
C -2.022 -3.020 4.194 -0.11
C -0.769 -2.805 4.753 0.06
C 0.248 -2.133 4.081 -0.25
F 1.418 -1.996 4.690 0.10
C -0.017 -1.554 2.850 0.11
C -1.248 -1.840 2.200 -0.03
C -1.437 -1.421 0.787 -0.24
O -0.569 -0.707 0.244 -0.09
C -2.703 -1.708 0.223 -0.07
C -3.560 -2.437 0.893 0.03
N -3.394 -2.893 2.155 0.05
C -2.200 -2.604 2.866 -0.08
C -3.110 -1.344 -1.144 -0.53
O -4.133 -1.770 -1.603 0.10
O -2.384 -0.437 -1.822 -0.20
H -6.494 -3.890 3.013 0.07
H -5.994 -4.143 1.311 0.11
H -6.099 -2.509 2.181 0.08
H -4.090 -4.755 2.805 0.17
H -5.330 -3.712 4.827 0.13
H -4.633 -2.121 4.407 0.15
H -3.173 -4.704 5.032 0.12
H -3.067 -3.186 5.992 0.13
H -0.730 -3.053 5.819 0.14
H 0.731 -0.892 2.407 0.12
H -4.523 -2.704 0.453 0.14
C 1.112 2.539 -6.583 -0.12
C 1.785 2.130 -5.258 -0.14
N 0.722 1.600 -4.438 0.10
C -0.461 2.193 -4.175 -0.33
N -1.265 1.771 -3.199 -0.06
C -2.665 1.985 -3.417 -0.23
C -2.798 3.471 -3.724 -0.13
C -2.138 3.618 -5.109 -0.14
N -0.761 3.138 -5.077 -0.02
C 0.040 3.577 -6.216 -0.13
H 0.699 1.672 -7.035 0.11
H 1.738 3.093 -7.262 0.11
H 2.376 2.877 -4.753 0.12
H 2.487 1.346 -5.465 0.12
H 0.858 0.801 -3.894 0.07
H -3.287 1.638 -2.606 0.08
H -3.117 1.379 -4.305 0.16
H -2.315 4.053 -2.974 0.10
H -3.779 3.941 -3.823 0.12
H -2.138 4.640 -5.332 0.11
H -2.629 3.068 -5.846 0.11
H 0.594 4.512 -5.917 0.15
H -0.574 3.858 -7.021 0.10
O 3.146 3.155 2.698 -0.10
C 2.616 2.002 2.521 -0.65
O 1.456 1.781 2.031 -0.08
C 3.529 0.816 2.970 -0.11
C 3.479 -0.347 2.173 -0.04
C 4.442 -1.420 2.341 0.01
C 5.271 -1.330 3.412 -0.22
O 6.252 -2.267 3.803 0.01
C 6.648 -1.727 5.051 -0.14
O 6.431 -0.275 5.038 0.00
C 5.335 -0.176 4.209 -0.23
C 4.519 0.941 4.006 0.08
H 2.796 -0.478 1.392 0.07
H 4.492 -2.302 1.673 0.12
H 7.655 -1.868 5.311 0.12
H 5.908 -2.078 5.819 0.15
H 4.692 1.773 4.745 0.14
C -1.575 1.998 -0.107 -0.27
C -2.677 1.530 0.781 -0.29
C -3.993 1.214 0.393 -0.06
C -4.930 0.829 1.316 -0.08
C -4.514 0.642 2.631 -0.13
C -3.261 0.911 3.080 -0.06
C -2.340 1.306 2.102 -0.05
H -0.733 2.422 0.494 0.02
H -1.855 2.914 -0.750 0.07
H -4.279 1.442 -0.605 0.10
H -5.902 0.475 0.982 0.11
H -5.311 0.374 3.263 0.08
H -2.950 0.744 4.099 0.11
H -1.292 1.454 2.348 0.11

---

No. 2
31
Properties=species:S:1:pos:R:3:lowdin_charge:R:1 method="wB97M-V/def2-TZVPD" energy_ev=-17928.889 charge=0 e_lumo_ev=0.73 homo_energy_ev=-8.6 homo_lumo_gap_ha=0.343 mol_weight_g_mol=205.1
C 0.359 1.751 2.501 -0.07
O -0.428 1.736 1.343 0.02
B -0.132 0.979 0.246 -0.60
C 1.186 0.087 0.141 -0.13
C 2.255 0.527 -0.640 -0.05
C 3.418 -0.214 -0.757 -0.09
C 3.540 -1.419 -0.088 -0.09
C 2.495 -1.869 0.702 -0.08
C 1.336 -1.122 0.816 -0.05
N -0.965 1.114 -0.876 -0.11
C -0.796 0.386 -2.109 -0.07
C -2.119 1.981 -0.891 -0.06
H -0.151 1.203 3.300 0.09
H 0.489 2.790 2.815 0.09
H 1.342 1.299 2.336 0.09
H 2.170 1.469 -1.164 0.12
H 4.231 0.148 -1.371 0.10
H 4.441 -2.008 -0.178 0.10
H 2.590 -2.808 1.229 0.10
H 0.526 -1.484 1.434 0.10
H -0.587 1.074 -2.941 0.09
H 0.033 -0.314 -2.018 0.08
H -1.710 -0.173 -2.351 0.09
H -2.046 2.701 -1.714 0.09
H -3.041 1.404 -1.021 0.09
H -2.163 2.516 0.053 0.08
C -3.621 -2.700 0.096 0.01
C -2.724 -1.839 0.440 -0.25
O -1.924 -1.061 0.761 0.18
H -4.375 -3.015 0.790 0.06
H -3.631 -3.139 -0.883 0.06

---

No. 3
32
Properties=species:S:1:pos:R:3:lowdin_charge:R:1 method="wB97M-V/def2-TZVPD" energy_ev=-68389.116 charge=-1 e_lumo_ev="2.11 / 2.11" homo_energy_ev="-2.5 / -2.9" homo_lumo_gap_ha="0.169 / 0.184" mol_weight_g_mol=402.5 multiplicity=8
Gd 0.766 1.061 -0.191 0.77
Cl 1.111 1.409 -2.665 -0.26
Cl 0.937 2.005 2.187 -0.21
C -1.046 2.391 -0.225 -0.37
H -1.326 2.836 0.731 0.00
H -1.182 3.078 -1.065 0.01
C -1.182 -0.190 0.109 -0.39
C -1.819 1.022 -0.408 -0.53
H -0.900 -0.064 1.182 0.06
C -2.430 0.873 -1.842 -0.19
H -2.689 1.146 0.274 0.13
C -3.320 -0.361 -1.894 -0.23
H -3.013 1.776 -2.067 0.11
H -1.634 0.836 -2.601 0.07
C -2.565 -1.634 -1.528 -0.21
H -4.148 -0.216 -1.188 0.11
H -3.774 -0.455 -2.888 0.10
C -1.845 -1.514 -0.166 -0.24
H -3.260 -2.482 -1.471 0.09
H -1.855 -1.887 -2.331 0.11
H -2.582 -1.697 0.634 0.09
H -1.110 -2.327 -0.079 0.09
C 4.961 -0.570 0.908 -0.26
S 3.347 -1.287 1.242 0.89
C 3.119 -0.578 2.889 -0.29
O 2.391 -0.527 0.300 -0.72
H 5.716 -1.191 1.397 0.05
H 5.000 0.456 1.292 0.06
H 5.121 -0.585 -0.173 0.06
H 3.429 0.477 2.883 0.03
H 2.059 -0.643 3.160 0.04
H 3.723 -1.159 3.595 0.05

---

No. 4
78
Properties=species:S:1:pos:R:3:lowdin_charge:R:1 method="wB97M-V/def2-TZVPD" energy_ev=-43452.885 charge=+2 e_lumo_ev=-12.07 homo_energy_ev=-13.6 homo_lumo_gap_ha=0.058 mol_weight_g_mol=426.6
Al 6.049 -9.740 -14.462 0.99
C 10.227 -9.762 -18.774 -0.10
O 9.849 -9.274 -17.522 0.06
H 9.962 -10.791 -19.019 0.10
H 9.806 -9.136 -19.560 0.13
H 11.312 -9.672 -18.814 0.14
C 9.021 -5.757 -23.286 -0.08
C 10.167 -5.906 -24.332 -0.28
O 10.968 -4.708 -24.235 -0.06
H 9.412 -5.608 -22.279 0.06
H 8.404 -6.655 -23.250 0.06
H 8.368 -4.922 -23.535 0.08
H 9.819 -6.084 -25.349 0.11
H 10.791 -6.779 -24.138 0.10
H 11.657 -4.705 -24.904 0.09
C 15.620 -9.466 -13.115 -0.07
C 14.619 -8.931 -14.059 -0.29
O 13.587 -9.895 -14.210 -0.02
H 16.329 -8.679 -12.861 0.09
H 16.155 -10.347 -13.470 0.09
H 15.196 -9.775 -12.159 0.09
H 14.998 -8.695 -15.053 0.13
H 14.080 -8.023 -13.789 0.13
H 12.861 -9.653 -14.790 0.08
C 12.504 -4.362 -19.001 -0.08
C 11.400 -4.008 -17.994 -0.25
O 11.452 -5.005 -16.951 -0.08
H 13.529 -4.259 -18.646 0.08
H 12.529 -3.825 -19.949 0.08
H 12.359 -5.379 -19.367 0.06
H 10.389 -4.064 -18.398 0.11
H 11.613 -3.049 -17.520 0.12
H 11.232 -5.859 -17.331 0.06
C 4.991 -11.304 -20.821 -0.10
C 4.184 -11.804 -19.656 -0.35
O 5.054 -12.182 -18.641 -0.09
H 4.380 -11.303 -21.724 0.08
H 5.900 -11.862 -21.044 0.07
H 5.220 -10.253 -20.643 0.07
H 3.556 -12.641 -19.963 0.12
H 3.499 -11.016 -19.344 0.12
H 5.541 -12.934 -18.987 0.08
C 10.760 -12.292 -24.353 -0.08
C 11.891 -13.290 -24.041 -0.30
O 12.093 -14.222 -25.096 -0.04
H 10.884 -11.792 -25.314 0.08
H 10.759 -11.529 -23.575 0.06
H 9.818 -12.838 -24.393 0.07
H 11.592 -13.882 -23.176 0.11
H 12.802 -12.754 -23.774 0.11
H 11.257 -14.670 -25.247 0.09
C 8.505 -3.091 -12.535 -0.08
C 7.598 -3.628 -13.671 -0.27
O 7.988 -4.998 -13.921 -0.12
H 9.580 -3.012 -12.697 0.07
H 8.411 -3.664 -11.613 0.07
H 8.184 -2.103 -12.203 0.07
H 7.735 -3.116 -14.624 0.10
H 6.534 -3.556 -13.448 0.11
H 8.818 -4.929 -14.399 0.06
C 8.634 -16.565 -18.555 -0.08
C 7.210 -17.155 -18.216 -0.26
O 6.232 -16.607 -19.112 -0.11
H 9.366 -16.949 -17.845 0.06
H 8.636 -15.480 -18.447 0.05
H 9.059 -16.746 -19.542 0.06
H 6.963 -16.812 -17.212 0.10
H 7.037 -18.215 -18.399 0.11
H 6.049 -17.195 -19.848 0.08
C 15.625 -8.348 -22.080 -0.08
C 16.454 -8.377 -20.771 -0.29
O 17.456 -7.394 -20.876 -0.03
H 14.878 -9.138 -22.004 0.07
H 16.225 -8.496 -22.978 0.08
H 15.116 -7.399 -22.249 0.07
H 16.939 -9.340 -20.609 0.12
H 15.753 -8.133 -19.972 0.11
H 18.150 -7.694 -21.468 0.10

---

No. 5
93
Properties=species:S:1:pos:R:3:lowdin_charge:R:1 method="wB97M-V/def2-TZVPD" energy_ev=-144332.441 charge=+4 e_lumo_ev="-14.40 / -13.95" homo_energy_ev="-16.9 / -16.9" homo_lumo_gap_ha="0.092 / 0.109" mol_weight_g_mol=779.3
C -0.658 6.912 -6.180 0.02
C -0.803 5.555 -6.616 -0.21
C -1.138 5.401 -7.982 0.00
C -1.164 6.514 -8.849 -0.09
N -0.930 7.741 -8.407 0.09
C -0.704 7.962 -7.126 -0.10
C -0.652 4.374 -5.803 0.12
C -0.542 3.539 -4.907 0.03
C -0.991 2.834 -3.753 -0.29
C -0.090 2.682 -2.664 -0.08
C -0.555 1.958 -1.569 -0.27
C -1.925 1.597 -1.503 -0.65
C -2.783 1.725 -2.595 -0.11
C -2.331 2.362 -3.722 -0.01
Sn -0.151 -0.026 -3.490 1.59
P 2.097 -1.137 -1.198 0.95
H -1.357 4.434 -8.438 0.12
H -0.484 7.214 -5.142 0.12
H -1.366 6.416 -9.922 0.13
H -0.545 9.018 -6.849 0.13
H -3.025 2.619 -4.554 0.17
H 0.892 3.179 -2.632 0.16
H -3.778 1.307 -2.472 0.13
H 0.139 1.753 -0.767 0.07
C 2.530 -2.766 -0.395 -0.39
C 3.577 -3.674 -1.049 -0.13
H 1.580 -3.333 -0.308 0.07
H 2.856 -2.515 0.634 0.10
H 3.725 -4.515 -0.356 0.10
H 3.215 -4.090 -2.000 0.07
H 4.553 -3.188 -1.196 0.08
C 2.579 -1.416 -2.985 -0.49
C 3.269 -0.248 -3.649 -0.15
H 1.666 -1.599 -3.593 -0.06
H 3.171 -2.337 -3.014 0.08
H 3.148 -0.403 -4.727 0.10
H 2.763 0.697 -3.410 0.05
H 4.342 -0.180 -3.429 0.10
C 3.437 -0.074 -0.527 -0.41
C 4.860 -0.580 -0.530 -0.11
H 3.154 0.179 0.505 0.06
H 3.374 0.850 -1.113 0.07
H 5.498 0.247 -0.210 0.10
H 5.030 -1.386 0.183 0.09
H 5.226 -0.893 -1.509 0.07
Br -2.433 0.604 -0.013 1.04
P -1.992 -2.608 -3.579 1.17
C -0.316 -3.270 -3.724 -0.44
C -0.085 -4.724 -4.137 -0.08
H 0.221 -3.168 -2.767 0.08
H 0.184 -2.681 -4.503 0.06
H 0.987 -4.850 -4.340 0.11
H -0.360 -5.371 -3.304 0.10
H -0.649 -5.008 -5.027 0.10
C -2.851 -2.859 -1.929 -0.33
C -4.307 -3.419 -1.982 -0.11
H -2.806 -1.893 -1.382 0.03
H -2.260 -3.591 -1.344 0.11
H -4.728 -3.503 -0.951 0.11
H -4.978 -2.782 -2.596 0.08
H -4.320 -4.433 -2.436 0.10
C -2.589 -1.162 -4.489 -0.48
C -2.866 -1.419 -5.971 -0.09
H -1.862 -0.320 -4.703 -0.05
H -3.461 -0.733 -3.984 0.11
H -3.151 -0.446 -6.397 0.11
H -1.944 -1.729 -6.477 0.10
H -3.643 -2.165 -6.130 0.10
C -2.967 -0.121 4.059 -0.04
C -2.347 0.860 3.106 -0.28
O -0.939 0.484 2.954 -0.24
P -0.024 0.630 1.593 0.90
O 1.492 0.472 2.215 -0.28
C 2.102 1.412 3.136 -0.24
C 1.435 1.533 4.474 -0.05
O -0.149 2.189 1.179 -0.38
C -0.831 3.506 1.529 -0.14
C -2.005 3.815 0.654 -0.08
H -2.711 -1.157 3.773 0.10
H -4.056 0.036 4.069 0.11
H -2.545 0.082 5.051 0.10
H -2.864 0.703 2.128 0.00
H -2.420 1.926 3.389 0.14
H 3.107 1.013 3.278 0.14
H 2.224 2.389 2.657 0.13
H 1.142 0.568 4.877 0.10
H 2.150 1.982 5.165 0.11
H 0.562 2.178 4.429 0.07
H -1.072 3.418 2.587 0.12
H -0.072 4.278 1.349 0.14
H -2.661 2.946 0.580 0.02
H -2.594 4.633 1.118 0.13
H -1.697 4.138 -0.354 0.09

---

No. 6
58
Properties=species:S:1:pos:R:3:lowdin_charge:R:1 method="wB97M-V/def2-TZVPD" energy_ev=-128511.479 charge=0 e_lumo_ev=-0.46 homo_energy_ev=-6.8 homo_lumo_gap_ha=0.234 mol_weight_g_mol=688.8
Pd 0.420 -0.418 -0.093 0.84
F -3.203 6.630 0.516 0.15
C -2.391 5.592 0.385 -0.13
C -1.024 5.757 0.448 -0.13
F -0.510 6.967 0.633 0.15
C -0.187 4.662 0.303 -0.21
F 1.114 4.949 0.321 0.11
C -0.660 3.362 0.116 -0.26
P 0.571 1.962 -0.040 1.07
C 1.721 2.466 1.273 -0.38
C 1.163 2.808 2.505 -0.11
C 1.974 3.184 3.561 -0.08
C 3.353 3.210 3.393 -0.07
C 3.910 2.842 2.179 -0.05
C 3.101 2.462 1.117 -0.10
C 1.199 2.397 -1.693 -0.35
C 0.542 1.810 -2.771 -0.12
C 0.861 2.170 -4.071 -0.07
C 1.858 3.104 -4.303 -0.07
C 2.523 3.689 -3.233 -0.06
C 2.184 3.353 -1.931 -0.08
C -2.049 3.240 0.019 -0.56
Br -2.930 1.622 -0.365 0.94
C -2.898 4.326 0.157 -0.27
F -4.219 4.189 0.068 0.08
H 0.087 2.787 2.644 0.11
H 1.534 3.455 4.511 0.11
H 3.993 3.499 4.217 0.11
H 4.984 2.822 2.054 0.11
H 3.553 2.127 0.191 0.11
H -0.214 1.053 -2.597 0.08
H 0.346 1.703 -4.900 0.11
H 2.123 3.374 -5.317 0.11
H 3.306 4.414 -3.411 0.11
H 2.702 3.824 -1.108 0.10
N -1.594 -1.008 -0.255 -0.15
N -1.616 -2.414 -0.390 0.00
C -0.416 -3.120 -0.109 -0.71
O -0.487 -4.312 0.074 0.07
O 0.657 -2.394 -0.133 -0.13
H -2.069 -0.692 0.587 0.05
H -2.049 -0.590 -1.056 0.01
H -2.452 -2.871 -0.060 0.14
C 3.145 -0.626 -2.247 -0.04
C 3.384 -0.527 -0.776 -0.37
C 4.573 -0.705 -0.105 -0.07
C 4.286 -0.675 1.282 -0.08
C 2.933 -0.472 1.409 -0.40
C 2.123 -0.420 2.665 -0.04
N 2.385 -0.345 0.155 -0.11
H 3.983 -1.150 -2.706 0.08
H 3.058 0.342 -2.736 0.05
H 2.240 -1.200 -2.461 0.07
H 5.529 -0.883 -0.573 0.09
H 4.980 -0.809 2.097 0.10
H 2.408 0.425 3.296 0.06
H 2.255 -1.334 3.245 0.08
H 1.055 -0.326 2.451 0.05

---

No. 7
88
Properties=species:S:1:pos:R:3:lowdin_charge:R:1 method="wB97M-V/def2-TZVPD" energy_ev=-185547.647 charge=0 e_lumo_ev=-5.50 homo_energy_ev=-7.0 homo_lumo_gap_ha=0.054 mol_weight_g_mol=836.2
C 3.186 2.196 5.533 -0.11
C 3.303 0.602 5.374 -0.19
C 2.053 -0.094 4.635 -0.30
C 0.709 -0.161 5.507 -0.04
N 1.901 0.532 3.280 0.04
C 2.408 -0.247 2.162 -0.25
O 3.529 -0.883 2.191 -0.14
C 1.252 -0.110 1.061 0.04
C 0.979 -0.802 -0.326 -0.05
C 2.024 -1.890 -0.874 -0.16
C 3.512 -1.347 -1.104 -0.28
C 4.154 -1.842 -2.517 -0.17
S 6.006 -1.522 -2.498 0.73
O 6.581 -1.549 -1.099 -0.41
O 6.721 -2.587 -3.305 -0.32
O 6.287 -0.038 -3.238 -0.19
C -0.316 -0.368 -1.117 -0.27
P -0.565 -1.262 -2.789 0.86
P -0.752 -3.414 -2.335 0.44
O -0.537 -3.713 -0.829 -0.40
O -2.235 -4.047 -2.844 -0.24
O 0.466 -4.329 -3.159 -0.23
C -1.350 0.685 -0.573 -0.10
C -2.648 1.092 -1.430 -0.62
Cl -2.677 2.905 -1.855 0.62
C -4.035 0.599 -0.785 -0.66
C -3.880 -0.490 0.382 -0.23
Cl -4.993 -0.243 -2.151 0.57
C -1.043 1.306 0.851 0.07
B -2.046 2.382 1.596 -0.52
O -2.745 1.841 2.767 0.04
N -2.225 3.798 1.182 -0.10
C -2.849 4.622 2.298 -0.10
C -0.824 4.377 1.060 -0.10
C 0.236 0.931 1.639 0.04
C 0.779 1.439 3.043 -0.26
O 0.377 2.409 3.751 0.08
H 3.308 2.769 4.543 0.08
H 4.020 2.521 6.256 0.08
H 2.173 2.417 6.029 0.07
H 3.519 0.065 6.373 0.12
H 4.221 0.407 4.692 0.11
H 2.372 -1.193 4.447 0.16
H 0.474 0.920 5.852 0.08
H 0.938 -0.745 6.462 0.10
H -0.189 -0.587 4.924 0.10
H 2.076 -2.718 -0.066 0.15
H 1.700 -2.412 -1.835 0.06
H 4.169 -1.860 -0.294 0.06
H 3.588 -0.201 -1.046 0.06
H 3.640 -1.348 -3.421 0.13
H 4.045 -2.994 -2.546 0.11
H 6.764 0.516 -2.573 0.10
H 0.589 -1.117 -3.627 -0.07
H -2.444 -3.508 -3.695 -0.02
H 0.780 -3.766 -3.914 0.07
H -2.568 0.566 -2.458 0.05
H -4.668 1.512 -0.509 0.10
H -3.062 -1.272 0.205 0.13
H -3.810 0.063 1.377 0.07
H -4.921 -1.109 0.421 -0.20
H -2.333 2.235 3.580 0.11
H -3.154 5.643 1.848 0.11
H -3.819 4.159 2.695 0.10
H -2.148 4.767 3.190 0.10
H -0.484 4.414 -0.034 0.09
H -0.032 3.747 1.623 0.08
H -0.753 5.430 1.533 0.11
Al 4.776 -0.127 0.966 0.86
C 3.073 -7.279 -2.034 -0.07
C 2.538 -5.986 -1.374 -0.44
O 3.286 -4.980 -1.814 -0.10
H 4.115 -7.472 -1.763 0.07
H 2.481 -8.137 -1.698 0.08
H 3.002 -7.239 -3.125 0.08
H 2.529 -6.195 -0.290 0.10
H 1.457 -5.972 -1.603 0.11
C -5.380 4.704 -4.795 -0.10
C -6.006 4.562 -3.421 -0.33
O -7.060 3.608 -3.460 -0.09
H -6.129 5.018 -5.526 0.08
H -4.571 5.439 -4.781 0.07
H -4.979 3.746 -5.139 0.07
H -6.424 5.515 -3.091 0.11
H -5.264 4.236 -2.685 0.07
H -6.681 2.765 -3.745 0.08
Br -6.375 -0.618 0.974 0.51
F -3.126 -3.685 -5.110 -0.65

---

Question: What is the charge in the fifth record?
Answer: +4